DFT (wB97M-V/def2-TZVPD) results for C13H10BN8PtS2 as an isolated structure.

```
35
Properties=species:S:1:pos:R:3:forces:R:3
Pt -0.3755 1.1506 -0.5926 -1.4 0.8 2.2
C 2.6913 0.3179 2.5300 0.0 0.0 0.0
C 1.7537 1.1450 1.8993 0.0 -0.1 0.2
N 1.0641 0.4463 1.0104 0.1 0.5 -0.9
N 1.5341 -0.8102 1.0253 0.1 -0.2 0.2
C 2.5145 -0.9171 1.9393 0.0 0.1 0.0
B 1.0070 -1.8890 0.0615 -0.1 0.4 -0.3
N -0.5299 -1.9404 0.1392 0.0 -0.2 0.2
C -1.3207 -3.0174 0.2895 -0.1 0.1 0.0
C -2.6351 -2.5985 0.2418 0.0 0.0 0.0
C -2.5544 -1.2133 0.0527 -0.1 -0.1 0.2
N -1.2847 -0.8393 0.0059 0.1 0.5 -0.9
N 1.4079 -1.4935 -1.3772 0.2 -0.4 0.0
C 2.1633 -2.1953 -2.2424 0.0 0.0 -0.1
C 2.2646 -1.4662 -3.4097 0.0 0.0 0.0
C 1.5188 -0.3058 -3.1526 0.1 -0.1 0.0
N 1.0128 -0.3404 -1.9287 0.1 0.0 -0.3
H 3.3916 0.5864 3.3018 0.0 0.0 0.0
H 1.5419 2.1899 2.0565 0.0 0.0 -0.1
H 3.0118 -1.8579 2.1084 0.0 0.0 0.0
H 1.4753 -2.9578 0.3340 0.0 -0.1 0.0
H -0.8974 -3.9992 0.4230 0.0 0.0 0.0
H -3.5232 -3.1997 0.3302 0.0 0.0 0.0
H -3.3425 -0.4836 -0.0349 0.1 0.1 -0.1
H 2.5719 -3.1546 -1.9700 0.0 0.0 0.0
H 2.7960 -1.7336 -4.3070 0.0 0.0 0.0
H 1.3313 0.5393 -3.7948 0.0 0.0 0.0
S -2.5434 1.9901 -1.1754 1.2 -0.6 0.0
C -2.6071 3.1809 0.0954 0.5 0.3 0.1
C -3.8915 3.5217 0.5971 -0.4 0.1 0.2
N -4.9396 3.7592 1.0148 0.1 0.0 -0.1
C -1.4906 3.7919 0.5718 -0.5 -0.2 -0.3
S 0.0982 3.4362 -0.0494 0.0 -1.2 -0.5
C -1.5819 4.7865 1.5816 -0.1 0.3 0.4
N -1.6327 5.5710 2.4251 0.0 0.0 -0.1
```
Positions in Å, forces in eV/Å.

Computed properties:
* LUMO: 2.670 eV
* energy relative to the best compared isomer or geometry (same formula, charge and spin): 0.933 eV
* multiplicity: 1
* HOMO energy: -4.21 eV
* charge: -1
* orbital gap: 6.883 eV